11
Properties=species:S:1:pos:R:3 method="wB97M-V/def2-TZVPD" relative_energy_kcal_mol=124.8 homo_ha=-0.3447 charge=0 fmax_ha_per_bohr=0.149 lumo_ev=0.87 e_tot_ha=-371.569551
F 3.03552 -0.94020 -0.44777
F 2.90418 1.01766 0.53158
N 2.41332 0.24363 -0.48589
C -0.29474 0.93704 -0.41841
C 0.57797 -0.18657 0.03879
C 0.39796 -1.33348 0.47481
H -0.12377 1.13720 -1.45041
H -0.14535 1.92997 0.07025
H -1.28118 0.54224 -0.29728
H -0.48413 -1.63177 0.99300
H 1.16855 -1.96684 0.68276